Entry from OMol25: an isolated ion of composition C4H11N2O and charge +1 (ωB97M-V/def2-TZVPD).

Summary:
- ΔE to the lowest compared entry with this formula, charge and spin: 51.04 kJ/mol
- SMILES: CC[NH2+]CC(N)=O
- Kohn-Sham gap: 11.72 eV
- Total energy: -9348.32782 eV
- HOMO energy: -14.881 eV

Structure (ORCA input):
```
! RIJCOSX wB97M-V def2-TZVPD def2/J DEFGRID3
* xyz 1 1
H 1.1829 3.3017 -0.5933
H -0.7182 -2.5339 0.6792
H 1.3935 -0.8302 -0.7339
C 0.3311 1.6297 0.1253
H -1.0659 -1.6449 -0.8481
N 0.3609 2.7180 -0.6438
H 1.6979 -2.1318 0.3804
O 1.2253 1.2897 0.8770
H 0.2208 -0.2898 1.3978
H 1.1335 -2.5155 -1.2214
C 1.0238 -1.8019 -0.4119
C -0.9523 0.7875 0.1076
H -1.2976 0.5192 -0.8829
N -0.6464 -0.4606 0.8554
C -0.4238 -1.7196 0.0221
H -0.3658 2.9650 -1.2948
H -1.7132 1.3417 0.6460
H -1.3864 -0.6244 1.5392
*
```


Entry from OMol25: C2H5ClN2 as an isolated structure at a distorted geometry (ωB97M-V/def2-TZVPD).

Summary:
- ΔE to the lowest compared entry with this formula, charge and spin: 399.59 kJ/mol
- Kohn-Sham gap: 9.13 eV
- Total energy: -17653.43314 eV
- HOMO energy: -8.957 eV

Structure (ORCA input):
```
! RIJCOSX wB97M-V def2-TZVPD def2/J DEFGRID3
* xyz 0 1
H 0.6626 1.9085 -0.1998
H 1.1829 -1.1541 -0.8361
C 1.1038 -0.2996 -0.0467
Cl 2.8609 0.1876 -0.0298
H 0.9102 -0.7314 0.8589
C 0.2467 0.9376 -0.0941
H -1.1967 -1.3275 -0.2497
N -1.0684 0.8202 -0.0749
H -2.8046 -0.0802 0.8128
N -1.8974 -0.2612 -0.1405
*
```


Entry from OMol25: one molecule with the formula C4H6IN3 at a distorted geometry (ωB97M-V/def2-TZVPD).

Summary:
- ΔE to the lowest compared entry with this formula, charge and spin: 31.62 kJ/mol
- SMILES: C[C@@H](I)c1ncn[nH]1
- Kohn-Sham gap: 10.16 eV
- Total energy: -16814.42406 eV
- HOMO energy: -9.807 eV

Structure (ORCA input):
```
! RIJCOSX wB97M-V def2-TZVPD def2/J DEFGRID3
* xyz 0 1
N -2.2751 -0.3665 -0.5461
C 1.4071 -0.2825 0.6546
C -2.3373 1.8142 -0.3423
C 0.2807 -1.0835 0.0596
N -3.1114 0.7943 -0.6486
H 2.0490 -0.9536 1.2557
C -1.0846 0.1248 -0.1967
H 1.8877 0.2752 -0.2491
H -2.4441 -1.2738 -0.8865
H -2.7057 2.8132 -0.0189
N -1.0748 1.4237 -0.0153
H 0.9611 0.4776 1.3265
I -0.3328 -2.7049 1.2374
H 0.6295 -1.5983 -0.8643
*
```